1.
112
Properties=species:S:1:pos:R:3 method="wB97M-V/def2-TZVPD" orbital_gap_ev=9.432 lumo_energy_ev=0.4 e_homo_ha=-0.3329 e_tot_ev=-59914.283 total_charge=0 de_lowest_kcal_mol=0.0
C 3.738 -0.501 2.097
C 2.666 0.670 1.909
C 2.487 0.920 0.348
C 1.225 0.131 -0.249
B 1.708 -0.825 -1.439
O 0.795 -1.111 -2.517
B 1.360 -0.373 -3.608
O 2.719 -0.580 -3.933
B 3.523 -0.852 -2.780
C 5.102 -0.536 -2.932
C 5.883 -0.444 -1.556
C 6.862 0.821 -1.498
C 6.096 2.052 -0.901
C 6.631 2.673 0.315
C 5.982 3.796 0.974
C 4.747 4.363 0.410
C 4.247 3.770 -0.821
C 4.879 2.624 -1.494
O 3.000 -1.409 -1.578
H 3.939 -1.028 1.124
H 3.327 -1.277 2.796
H 4.702 -0.065 2.462
H 3.058 1.613 2.365
H 1.672 0.351 2.330
H 2.259 2.011 0.223
H 3.450 0.652 -0.146
H 0.692 -0.407 0.576
H 0.540 0.895 -0.715
H 0.639 0.392 -4.148
H 5.214 0.439 -3.473
H 5.521 -1.407 -3.512
H 6.553 -1.354 -1.508
H 5.242 -0.487 -0.644
H 7.646 0.552 -0.735
H 7.347 1.033 -2.481
H 7.571 2.284 0.779
H 6.418 4.235 1.897
H 4.197 5.210 0.881
H 3.311 4.210 -1.253
H 4.458 2.205 -2.434
C -1.747 -5.597 -0.930
C -2.964 -5.238 -0.361
C -3.386 -3.915 -0.397
C -2.595 -2.951 -1.011
C -1.380 -3.309 -1.583
C -0.954 -4.631 -1.540
H -1.417 -6.629 -0.899
H -3.584 -5.992 0.113
H -4.331 -3.633 0.053
H -2.927 -1.919 -1.043
H -0.768 -2.553 -2.060
H -0.004 -4.910 -1.981
C -2.829 2.411 0.308
C -1.949 1.631 1.048
C -1.315 2.164 2.164
C -1.569 3.476 2.546
C -2.452 4.255 1.809
C -3.079 3.725 0.688
H -3.321 1.996 -0.564
H -1.756 0.605 0.754
H -0.623 1.557 2.737
H -1.078 3.890 3.419
H -2.651 5.278 2.108
H -3.763 4.335 0.110
C 6.378 7.465 -4.332
C 6.179 8.756 -3.857
C 5.899 8.967 -2.513
C 5.826 7.886 -1.641
C 6.028 6.596 -2.115
C 6.300 6.385 -3.462
H 6.594 7.301 -5.382
H 6.243 9.599 -4.536
H 5.737 9.973 -2.143
H 5.612 8.051 -0.591
H 5.974 5.755 -1.436
H 6.453 5.378 -3.832
C -4.028 -6.619 -5.169
C -4.979 -7.441 -5.761
C -6.076 -7.875 -5.027
C -6.227 -7.478 -3.703
C -5.278 -6.652 -3.113
C -4.175 -6.226 -3.844
H -3.170 -6.284 -5.741
H -4.865 -7.746 -6.795
H -6.815 -8.522 -5.486
H -7.086 -7.812 -3.132
H -5.396 -6.341 -2.081
H -3.432 -5.586 -3.382
C -3.419 -2.623 5.489
C -3.274 -3.814 4.788
C -2.739 -3.806 3.505
C -2.341 -2.606 2.927
C -2.483 -1.416 3.630
C -3.025 -1.423 4.909
H -3.839 -2.629 6.488
H -3.578 -4.750 5.242
H -2.632 -4.734 2.955
H -1.920 -2.600 1.928
H -2.170 -0.480 3.179
H -3.141 -0.493 5.454
C -6.751 -0.944 4.876
C -7.967 -0.583 5.444
C -8.389 0.741 5.403
C -7.598 1.703 4.785
C -6.384 1.341 4.213
C -5.959 0.019 4.263
H -6.421 -1.976 4.911
H -8.587 -1.334 5.920
H -9.334 1.023 5.852
H -7.929 2.734 4.748
H -5.768 2.091 3.730
H -5.011 -0.261 3.822

***

2.
23
Properties=species:S:1:pos:R:3 method="wB97M-V/def2-TZVPD" orbital_gap_ev="7.718 / 7.726" lumo_energy_ev="-8.5 / -8.4" e_homo_ha="-0.5944 / -0.5944" e_tot_ev=-41997.974 total_charge=+2 de_lowest_kcal_mol=0.0 multiplicity=5
C -1.966 -0.804 2.829
C -0.846 -1.239 3.414
H -2.368 -1.289 1.937
H -2.573 -0.017 3.282
H -0.312 -2.114 3.036
H -0.526 -0.856 4.387
H -0.494 0.516 2.116
O 0.441 -0.399 -5.089
C 0.754 -0.655 -3.890
O 1.412 -1.704 -3.622
O 0.393 0.195 -2.956
C 0.744 -0.101 -1.602
C 0.207 1.037 -0.753
C 0.678 1.088 0.617
C -0.070 1.578 1.709
Cr 1.366 -2.038 -5.490
H 1.834 -0.180 -1.513
H 0.286 -1.054 -1.305
H -0.880 1.177 -0.830
H 0.654 2.001 -1.109
H 1.691 0.718 0.823
H 0.525 1.962 2.546
H -0.950 2.180 1.464

***

3.
28
Properties=species:S:1:pos:R:3 method="wB97M-V/def2-TZVPD" smiles="C[C@@H](C=O)NCO.O.O.O.O" orbital_gap_ev=9.494 lumo_energy_ev=0.3 e_homo_ha=-0.3392 e_tot_ev=-18195.846 total_charge=0 de_lowest_kcal_mol=83.8
C -0.024 1.359 1.844
C -1.265 0.596 1.666
C -2.318 1.453 0.904
O -2.039 2.216 0.069
N -0.912 -0.406 0.666
C -1.748 -1.660 0.789
O -1.062 -2.590 1.544
H 0.661 0.458 2.039
H 0.314 1.786 0.850
H -0.120 2.057 2.633
H -1.426 0.037 2.685
H -3.258 1.199 1.340
H -0.005 -0.933 0.523
H -2.611 -1.528 1.525
H -2.061 -1.854 -0.199
H -0.175 -2.807 0.954
O 3.645 -0.203 -1.021
H 3.415 0.479 -0.257
H 2.860 -0.032 -1.568
O 2.259 0.218 -3.355
H 1.703 -0.579 -3.194
H 1.543 0.804 -3.014
O -0.032 1.716 -1.929
H -0.226 1.362 -1.035
H -0.781 1.927 -2.374
O 1.537 -2.059 0.066
H 1.987 -2.924 -0.001
H 2.246 -1.478 0.219